275
Properties=species:S:1:pos:R:3:forces:R:3:mulliken_charge:R:1 method="wB97M-V/def2-TZVPD" fmax_ha_per_bohr=0.1540 homo_lumo_gap_ev=1.81 total_charge=+1
C -2.25370 2.26916 -3.95419 -0.597 -0.326 -1.284 -0.970
C -3.68751 2.73904 -3.76033 1.527 1.308 6.282 0.533
O -4.05953 3.19971 -2.64950 0.279 -1.830 -6.008 -0.454
N -4.62993 2.39006 -4.90731 -0.752 -0.339 1.397 -0.054
H -5.01253 3.28149 -5.18851 -0.380 0.226 -0.635 0.366
H -4.13673 1.91306 -5.64847 0.384 0.316 -0.390 0.357
C -5.71980 1.45582 -4.39241 -0.466 0.265 0.988 -0.778
H -1.68648 2.07443 -3.04400 -0.552 0.129 0.083 0.325
H -1.61530 2.87500 -4.59722 -0.243 0.739 0.105 0.374
H -2.34227 1.38396 -4.58402 0.232 -0.630 0.291 0.260
H -6.34431 0.99550 -5.15805 0.499 0.272 -0.316 0.329
H -6.36286 2.04832 -3.74163 0.102 -0.045 0.002 0.349
H -5.24252 0.70661 -3.76075 0.001 -0.039 -0.196 0.357
C -1.10508 2.69609 1.79879 0.679 -1.082 0.380 -1.066
C -0.97995 1.53868 2.85119 1.801 1.423 -1.689 0.621
O 0.00969 0.87541 3.01103 -2.095 0.546 0.251 -0.452
N -2.21375 1.38151 3.67630 -0.294 -2.090 -0.297 -0.068
H -2.29156 2.02725 4.44900 0.600 0.434 1.056 0.388
H -3.02519 1.64709 3.13674 -0.521 0.351 -0.782 0.230
C -2.48398 -0.11633 4.07527 0.469 2.021 0.442 -0.790
H -1.98377 2.63043 1.15715 -0.437 0.149 0.607 0.355
H -0.27144 2.66191 1.09739 0.264 -0.327 0.344 0.348
H -0.99759 3.64618 2.32213 -0.522 0.077 0.086 0.329
H -2.63389 -0.62746 3.12429 -0.173 -0.135 0.423 0.337
H -3.34826 0.00972 4.72737 -0.059 -0.737 -0.225 0.369
H -1.61326 -0.44399 4.64324 -0.185 -0.135 -0.186 0.373
C -6.81706 12.28770 -5.31070 2.036 0.321 -0.390 -1.328
C -7.86437 11.37425 -4.70179 -0.417 0.924 -1.555 -0.533
C -7.33206 10.26721 -3.83758 0.016 -0.101 1.665 -0.207
C -6.69136 10.74221 -2.52684 0.580 -0.047 0.220 -0.950
N -6.07857 9.62472 -1.67682 1.295 0.825 1.030 0.206
C -5.29108 10.30977 -0.47964 0.370 -1.232 -0.877 -0.669
C -4.04505 9.38364 -0.25166 -0.609 0.301 0.672 -0.562
C -3.69697 8.71280 -1.55317 0.017 0.500 -0.902 -0.722
C -4.91288 8.97053 -2.43275 -0.258 -0.413 -0.430 -0.390
C -7.12454 8.60447 -1.14907 1.062 1.089 -1.516 -0.966
H -7.09861 12.82436 -6.21670 -0.755 0.284 0.424 0.383
H -5.92209 11.81257 -5.71242 -0.037 -1.139 -0.027 0.361
H -6.27901 12.96593 -4.64843 -0.746 0.474 0.409 0.327
H -8.31790 10.92371 -5.58464 -0.287 -0.359 0.153 0.308
H -8.63798 12.04416 -4.32649 -0.108 -0.424 0.714 0.329
H -6.60237 9.75119 -4.46158 0.134 -0.252 0.287 0.290
H -8.07382 9.56001 -3.46641 -0.472 -0.075 -0.844 0.345
H -7.31997 11.25479 -1.79868 -0.654 0.005 -0.470 0.441
H -5.90340 11.46057 -2.75308 0.305 -0.229 0.120 0.369
H -5.91171 10.48961 0.39819 -0.182 -0.367 -0.187 0.391
H -4.99376 11.28104 -0.87505 0.128 -0.110 0.027 0.390
H -4.22176 8.55846 0.43823 -0.081 0.682 0.716 0.349
H -3.23963 10.06193 0.02997 0.000 -0.473 0.635 0.370
H -3.41708 7.66002 -1.59096 -0.210 0.025 0.829 0.335
H -2.84349 9.22937 -1.99227 -0.038 -0.050 -0.161 0.345
H -5.30336 8.04028 -2.84536 0.059 0.347 -0.504 0.378
H -4.49203 9.68232 -3.14292 -1.134 -0.082 -0.551 0.236
H -7.99337 9.14122 -0.76809 0.383 0.039 0.431 0.269
H -6.59771 7.95690 -0.44822 -0.411 -0.026 -0.018 0.508
H -7.45964 8.11221 -2.06204 0.081 -0.529 0.365 0.398
C -7.69456 6.80451 8.27100 0.725 0.486 -0.063 -1.388
C -7.22719 5.42488 7.77647 -0.828 -0.376 0.423 -0.487
C -8.32691 4.32831 7.79507 0.154 0.012 -0.089 -0.338
C -7.78829 3.00843 7.24433 -0.418 -0.070 0.411 -1.131
N -8.84497 1.90429 6.85831 1.631 1.034 0.969 0.171
C -9.73330 2.35458 5.74690 0.140 0.812 1.214 -0.692
C -10.14620 1.07894 5.08671 -0.784 -0.332 -1.535 -0.606
C -9.25164 -0.06772 5.57638 0.554 0.168 0.694 -0.739
C -8.10153 0.72254 6.19960 -0.993 -0.215 0.693 -0.676
C -9.60307 1.40660 8.12086 1.440 0.029 -1.052 -0.920
H -6.84760 7.45874 8.06423 -0.064 0.271 -0.153 0.395
H -7.86125 6.98329 9.33324 -0.080 -0.796 0.194 0.364
H -8.56187 7.23695 7.77215 -0.044 -0.320 -0.343 0.333
H -6.43673 5.04399 8.42314 0.282 0.255 -0.096 0.339
H -6.80872 5.55781 6.77881 -0.005 -0.177 -0.053 0.374
H -9.17254 4.63437 7.17916 -0.264 0.220 0.256 0.327
H -8.57835 4.21140 8.84921 -0.592 0.009 -0.072 0.324
H -7.15165 2.56372 8.00919 0.198 -0.260 -0.329 0.490
H -7.22013 3.29464 6.35924 0.018 -0.755 -0.241 0.452
H -10.58492 2.92274 6.12113 0.115 -0.039 0.243 0.384
H -9.13214 3.05510 5.16727 0.000 -0.307 -0.348 0.427
H -11.22033 0.96420 5.23229 0.097 -0.519 -0.084 0.339
H -9.97390 1.23528 4.02183 -0.250 -0.319 -0.137 0.370
H -9.65399 -0.70477 6.36403 -0.497 0.001 -0.286 0.273
H -8.86791 -0.72265 4.79413 -0.221 0.153 -0.068 0.467
H -7.60756 0.20955 7.02478 0.511 0.024 -0.447 0.602
H -7.47793 1.04829 5.36706 0.364 0.534 0.593 0.458
H -10.34951 0.69991 7.75820 -0.311 0.519 0.403 0.404
H -9.90018 2.24587 8.74972 -0.530 -0.010 -0.591 0.273
H -8.88138 0.85836 8.72641 0.131 -0.111 -0.162 0.394
C 6.98609 -7.62918 -1.25444 -0.261 0.214 -0.314 -1.152
C 8.35820 -7.45669 -0.58576 -0.369 -0.683 0.568 -0.703
C 8.36846 -6.66370 0.74240 -0.148 0.215 -0.386 -0.474
C 7.68561 -7.39528 1.89073 -0.484 -0.759 0.070 -0.896
P 7.09248 -6.28502 3.27734 0.076 0.285 -2.693 0.003
C 6.63013 -7.07878 4.83698 0.282 -1.018 -0.705 -1.017
C 6.35609 -6.07508 5.91993 0.019 -0.267 0.772 -0.569
C 6.38301 -6.71695 7.33918 0.232 2.184 -0.091 -0.905
C 7.78991 -7.15678 7.74978 -0.995 -1.471 -0.087 -1.008
C 8.42299 -5.02334 3.42491 0.978 -0.329 1.074 -1.210
C 9.63988 -5.58122 4.26464 0.073 0.207 0.105 -0.555
C 10.64192 -4.50672 4.80331 -0.516 0.108 -1.609 -0.598
C 9.98176 -3.37514 5.54063 -0.808 0.072 1.265 -1.181
C 5.63208 -5.35822 2.65039 -0.290 -1.008 -0.281 -1.189
C 4.29072 -6.21535 2.48830 0.479 0.811 -0.191 -0.564
C 3.10391 -5.44646 1.86120 -1.029 0.923 0.944 -0.622
C 2.64367 -4.15667 2.54158 0.491 1.113 -0.045 -1.182
H 6.38694 -8.49160 -0.96230 0.365 -0.210 0.398 0.360
H 7.12182 -7.75408 -2.32871 -0.025 0.121 -0.035 0.353
H 6.31101 -6.78721 -1.10125 0.163 0.354 -0.064 0.259
H 9.07948 -7.04753 -1.29319 -0.125 0.298 0.116 0.435
H 8.71176 -8.46777 -0.38370 0.311 -0.091 0.101 0.309
H 7.77818 -5.75924 0.59533 0.330 0.417 -0.250 0.319
H 9.39649 -6.41363 1.00454 -0.049 0.199 0.001 0.298
H 8.27505 -8.26624 2.17722 0.208 0.198 0.603 0.643
H 6.82360 -7.86757 1.41959 -0.573 0.086 0.394 0.538
H 7.44619 -7.77153 5.04252 0.385 0.182 0.390 0.631
H 5.79053 -7.76769 4.74429 -0.227 0.121 -0.636 0.803
H 5.40219 -5.57440 5.75413 -0.004 0.039 -0.063 0.428
H 7.14704 -5.33192 5.81891 -0.075 0.371 0.645 0.252
H 5.55099 -7.37900 7.57901 0.325 -0.686 -0.599 0.469
H 6.10701 -5.88909 7.99231 0.140 0.329 0.033 0.429
H 8.59402 -6.61710 7.24953 -0.113 0.406 0.436 0.185
H 7.91961 -8.20117 7.46600 0.221 -0.211 -0.094 0.288
H 7.82368 -7.17525 8.83910 0.535 0.361 -0.098 0.400
H 7.99167 -4.09464 3.79853 -0.173 -0.256 0.807 0.633
H 8.84988 -4.63105 2.50189 -0.415 -0.739 -0.613 0.836
H 10.22445 -6.30450 3.69610 0.000 0.232 -0.762 0.429
H 9.29913 -6.27330 5.03471 -0.309 0.544 0.663 0.177
H 11.05781 -3.96209 3.95566 0.203 -0.456 -0.668 0.306
H 11.51457 -5.02070 5.20632 -0.287 0.159 0.711 0.373
H 9.16998 -2.93828 4.95902 0.057 -0.027 -0.234 0.289
H 10.61091 -2.52233 5.79553 0.330 -0.308 0.008 0.423
H 9.48270 -3.70589 6.45148 0.113 0.029 0.257 0.278
H 5.83886 -4.83892 1.71462 0.391 -0.162 -0.120 0.606
H 5.68617 -4.57209 3.40351 -1.126 0.242 0.217 0.753
H 4.11930 -6.67390 3.46218 -0.636 0.164 -0.027 0.365
H 4.39354 -7.03027 1.77175 0.847 -0.240 0.154 0.250
H 2.15229 -5.97786 1.84923 0.399 -1.091 0.162 0.380
H 3.21253 -5.22621 0.79922 0.863 -0.095 -0.048 0.369
H 3.44496 -3.49278 2.86607 0.322 -0.151 0.137 0.259
H 1.98046 -4.25685 3.40077 0.087 -0.379 -0.048 0.317
H 2.12896 -3.53835 1.80616 -0.326 -0.104 -0.013 0.374
C -8.03231 -4.40865 -11.67635 -0.678 -0.229 0.702 -1.184
C -6.59033 -4.05955 -11.27215 -0.437 -1.302 -0.064 -0.369
C -6.18787 -4.75988 -9.90694 -0.221 1.187 -0.273 -0.983
C -4.67790 -4.65338 -9.64917 -0.052 -0.399 0.466 -1.085
P -4.11889 -5.24108 -7.97234 -1.567 0.493 -0.321 1.052
C -2.36230 -4.89358 -7.72956 0.128 -0.622 -2.454 -1.011
C -1.53826 -5.17209 -9.10096 -0.582 0.429 0.834 -0.754
C -0.05212 -5.02813 -8.95863 2.249 -0.087 0.690 -0.664
C 0.68032 -4.55778 -10.22341 -0.256 0.651 -0.311 -1.271
C -4.54975 -6.98139 -7.85483 0.265 -0.676 0.774 -0.958
C -3.90586 -7.89011 -8.84669 0.507 -2.053 -1.059 -0.752
C -4.37094 -9.38741 -8.77013 -1.476 0.654 1.019 -0.422
C -3.70401 -10.30444 -9.72636 1.674 0.885 -0.673 -1.329
C -5.16236 -4.32994 -6.69787 0.877 -1.158 -1.663 -1.162
C -4.68181 -4.52815 -5.25927 1.035 1.754 -0.047 -0.735
C -3.41210 -3.65794 -4.87547 -0.187 -0.545 -0.321 -0.091
C -2.92669 -3.77287 -3.41425 -0.676 -0.639 -0.273 -1.516
H -8.20027 -4.71134 -12.70991 0.523 0.114 -0.074 0.349
H -8.78011 -3.63681 -11.49427 0.169 0.095 0.294 0.283
H -8.29551 -5.27485 -11.06930 -0.469 -0.061 -0.104 0.343
H -6.43613 -2.98203 -11.32934 0.375 -0.119 0.316 0.427
H -6.04259 -4.56471 -12.06769 0.795 0.343 0.149 0.260
H -6.52947 -5.79487 -9.92103 0.203 -0.112 -0.226 0.380
H -6.70190 -4.31795 -9.05337 -0.354 0.273 -0.150 0.357
H -4.35740 -3.61309 -9.70565 0.083 0.090 -0.175 0.551
H -4.20800 -5.22445 -10.44990 0.554 0.083 0.210 0.595
H -2.06190 -5.44187 -6.83668 0.410 0.125 -0.152 0.561
H -2.34712 -3.81131 -7.60088 0.306 -0.053 0.386 0.549
H -1.86771 -4.43310 -9.83133 -0.241 0.198 0.114 0.324
H -1.71345 -6.12981 -9.59104 -0.426 -0.183 0.402 0.321
H 0.41380 -5.94223 -8.59062 -0.289 -0.392 -0.115 0.378
H 0.29065 -4.32044 -8.20379 -0.686 0.224 0.372 0.409
H 1.70930 -4.86329 -10.41306 -0.201 -0.825 0.365 0.361
H 0.83659 -3.48320 -10.12871 -0.520 0.242 -0.363 0.309
H 0.07532 -4.77403 -11.10393 0.207 0.093 -0.204 0.333
H -5.62731 -7.14451 -7.87380 -0.154 0.466 0.161 0.588
H -4.15662 -7.37213 -6.91629 -0.434 0.371 0.595 0.572
H -2.86748 -8.06499 -8.56512 0.439 0.838 -0.492 0.310
H -4.01609 -7.51346 -9.86359 0.280 -0.103 -0.170 0.357
H -5.44629 -9.50219 -8.90628 -0.268 0.345 0.297 0.415
H -4.11683 -9.72107 -7.76405 -0.287 -0.008 0.263 0.331
H -3.82251 -11.37741 -9.57539 -0.410 0.263 -0.049 0.379
H -2.65070 -10.07028 -9.57209 0.497 -0.501 -0.295 0.315
H -3.90304 -9.96062 -10.74139 -0.197 -0.552 -0.210 0.312
H -6.13573 -4.79193 -6.86282 -0.181 0.014 0.196 0.559
H -5.22784 -3.34532 -7.16082 0.050 0.471 0.687 0.636
H -4.43638 -5.58464 -5.15110 -0.228 -0.012 0.489 0.312
H -5.50793 -4.21268 -4.62202 0.045 -0.460 0.266 0.507
H -3.49877 -2.62187 -5.20279 -0.815 0.373 0.398 0.331
H -2.58811 -3.91240 -5.54209 0.124 -0.603 0.363 0.073
H -1.93264 -3.33352 -3.33099 -0.154 -0.030 0.295 0.381
H -2.91559 -4.81514 -3.09543 0.617 -0.334 -0.428 0.347
H -3.61306 -3.42950 -2.64024 -0.070 0.914 -0.341 0.419
C 11.00928 3.45646 -2.92300 -0.602 -0.316 0.097 -1.171
C 9.50259 3.18128 -3.03468 0.356 -0.049 -0.456 -0.822
C 8.73709 3.14149 -1.70487 0.720 0.186 0.345 -0.472
C 9.37699 2.19901 -0.63095 -0.758 -0.514 -0.871 -1.107
P 8.34124 1.82018 0.82766 -1.488 0.223 -0.295 0.828
C 7.03945 3.13562 1.04146 0.679 -0.660 1.006 -1.087
C 6.30308 3.15021 2.41491 0.073 -0.196 -0.695 -0.849
C 5.23988 4.26402 2.35879 -0.075 0.203 1.963 -0.376
C 4.36423 4.20426 3.63042 -1.182 -0.341 -0.071 -1.438
C 7.37682 0.28300 0.66719 0.284 -0.157 -0.836 -1.181
C 6.48446 0.08416 -0.56946 1.598 -0.106 -1.080 -0.689
C 5.05166 0.39270 -0.40522 -0.255 0.175 1.426 0.193
C 4.11128 -0.10096 -1.43329 -0.812 0.527 -1.039 -1.633
C 9.34098 1.50308 2.28871 0.337 -1.363 -0.860 -1.181
C 10.21144 2.59342 2.73588 -0.266 3.184 0.981 -0.678
C 10.92625 2.30401 4.01408 -0.068 0.574 0.661 -0.448
C 11.87846 3.40518 4.51415 -0.126 0.071 0.210 -1.424
H 11.53703 2.61347 -2.47696 -0.055 -0.107 0.169 0.277
H 11.19758 4.32765 -2.29556 0.247 0.209 -0.354 0.311
H 11.39962 3.51789 -3.93886 0.213 0.537 0.176 0.398
H 9.42925 2.32228 -3.70165 -0.397 -0.744 0.594 0.367
H 9.01641 3.91523 -3.67735 0.088 0.517 0.294 0.451
H 7.68347 2.93536 -1.89332 0.007 -0.204 0.171 0.369
H 8.79149 4.15125 -1.29804 -0.199 0.154 -0.014 0.337
H 10.38024 2.49726 -0.32661 -0.153 0.263 0.124 0.623
H 9.50311 1.24595 -1.14463 0.148 -0.390 0.141 0.570
H 6.25093 2.98159 0.30484 0.421 -0.012 -0.449 0.564
H 7.54172 4.08551 0.85834 -0.182 0.146 -0.011 0.672
H 6.99175 3.08076 3.25694 0.146 1.062 0.143 0.443
H 5.74868 2.23275 2.61244 -0.199 -0.348 -0.606 0.322
H 4.61334 4.10387 1.48135 -0.012 0.004 -0.033 0.356
H 5.60776 5.28925 2.31798 0.597 -0.152 -0.369 0.361
H 3.73951 3.31172 3.59542 0.133 -0.321 0.103 0.323
H 3.61276 4.98875 3.71962 0.171 0.367 -0.503 0.427
H 4.81961 4.21527 4.62067 0.732 -0.128 -0.325 0.331
H 6.78550 0.19187 1.57831 0.141 -0.103 0.194 0.580
H 8.08122 -0.54324 0.57107 0.332 0.090 0.713 0.599
H 6.65269 -0.94343 -0.89170 -0.425 -0.349 0.208 0.512
H 6.92184 0.60162 -1.42329 -0.006 0.486 -0.171 0.169
H 4.91949 1.47141 -0.32161 -0.160 0.030 0.355 0.061
H 4.76740 -0.09503 0.52721 -0.166 0.337 0.428 0.264
H 3.10602 0.01319 -1.02768 -0.112 -0.431 -0.055 0.375
H 4.30750 -1.12273 -1.75821 -0.110 -0.019 0.013 0.366
H 4.10551 0.59036 -2.27600 0.171 -0.292 -0.402 0.396
H 10.02082 0.66495 2.13555 -0.247 -0.552 -0.737 0.612
H 8.65750 1.10412 3.03823 -0.145 0.449 0.374 0.668
H 9.54097 3.41768 2.97908 -0.043 0.533 -0.047 0.269
H 10.94629 3.06120 2.08070 -0.175 -0.613 -0.913 0.384
H 11.49168 1.38998 3.83259 0.090 -0.234 0.629 0.340
H 10.12642 2.18729 4.74534 0.299 -0.630 0.368 0.342
H 11.53849 4.42555 4.69120 -1.061 0.004 -0.703 0.360
H 12.70957 3.53291 3.82058 0.410 -0.307 0.404 0.361
H 12.13332 3.19221 5.55232 0.855 -0.573 -0.257 0.374
O -6.78032 -2.08066 0.91274 2.378 -0.297 1.834 -0.446
C -7.79074 -2.34693 0.14192 -5.663 -1.874 -4.276 0.678
O -8.27836 -3.46582 -0.16487 2.385 -1.595 1.733 -0.777
O -8.39102 -1.38372 -0.38780 0.700 3.236 0.093 -0.779
H -6.82327 -1.12324 0.85715 0.393 0.690 0.311 0.334
O -7.63902 3.14318 1.03167 -0.866 0.249 -1.161 -0.499
C -6.44957 3.00778 1.59597 2.650 4.953 5.578 0.672
O -5.84657 1.99111 1.48751 1.941 -6.801 -2.898 -0.673
O -5.94173 3.85099 2.37120 -1.442 2.713 -0.005 -0.818
H -7.40455 2.32640 0.58502 -1.943 -1.270 -1.510 0.330
O -4.57333 -2.64473 9.86176 -0.353 -1.779 0.453 -0.487
C -4.18235 -1.36785 9.82295 1.497 2.672 -1.619 0.676
O -5.04226 -0.54936 10.17314 -2.578 1.002 1.337 -0.772
O -3.10898 -1.04461 9.35824 2.411 -0.689 -0.825 -0.722
H -5.37664 -2.35469 10.30013 -1.264 -1.184 0.389 0.315
O 1.14272 5.82935 -2.70873 -3.170 1.150 0.348 -0.397
C 2.39208 5.48951 -2.83207 4.771 -1.285 -0.889 0.634
O 2.71137 4.32762 -2.95588 -0.582 -3.844 0.017 -0.755
O 3.24173 6.39796 -2.87961 -0.025 2.366 0.292 -0.774
H 1.39668 6.75502 -2.72377 -1.111 1.356 0.213 0.294
O 3.33027 -0.67840 6.00827 -0.242 0.083 -0.198 -0.409
C 4.52461 -0.89351 6.66983 1.409 -0.601 2.949 0.619
O 4.49001 -1.09762 7.90213 -1.012 0.102 -1.113 -0.712
O 5.58760 -0.87400 6.00611 0.144 0.183 -1.862 -0.730
H 3.61823 -0.41807 5.13026 -0.005 0.005 -0.216 0.244
O -3.16436 6.75922 5.06293 -1.099 0.742 -1.296 -0.464
C -2.47994 6.12424 6.01516 3.047 -1.542 3.520 0.657
O -2.82202 4.95549 6.33118 -1.584 -0.950 -1.231 -0.733
O -1.52717 6.66932 6.58408 0.205 1.609 -0.790 -0.743
H -3.82375 6.07632 4.91993 -0.624 -0.061 -0.603 0.301